No. 1
C13H23N2O3PPt | ωB97M-V/def2-TZVPD

Properties
Frontier orbital gap (alpha / beta) (eV): 7.4 / 5.3
HOMO level (alpha / beta) (hartree): -0.2800 / -0.2798
Net charge: 0
LUMO level (alpha / beta) (eV): -0.17 / -2.31
Spin multiplicity: 3

Structure (XYZ):
```
43
Properties=species:S:1:pos:R:3:forces:R:3:mulliken_charge:R:1
C -2.622 0.177 -2.915 -0.1 0.4 -0.1 -0.746
C -2.294 -0.893 -2.097 0.4 -0.3 0.2 -0.643
C -1.573 -0.728 -0.903 -0.7 0.6 -0.6 0.673
C -1.268 0.589 -0.491 0.3 -0.2 0.0 0.008
C -1.433 1.634 -1.406 -0.6 -0.3 -0.6 0.317
C -2.170 1.454 -2.584 0.3 -0.3 0.0 -0.774
C -1.273 -1.956 -0.100 0.5 -0.4 0.4 -1.519
C 0.198 -2.282 0.279 0.1 -0.2 0.8 -0.476
N 0.973 -3.112 -0.614 -0.5 -0.6 -0.3 0.024
Pt -0.653 1.150 1.437 0.1 -1.3 1.5 0.737
C -0.830 2.972 -1.103 0.1 0.9 0.5 -1.139
P 0.272 2.745 0.364 -0.2 -0.7 -2.1 0.751
H -2.589 -1.909 -2.375 0.1 0.3 0.0 0.336
H -2.380 2.313 -3.218 0.1 -0.2 0.0 0.436
H -3.209 0.010 -3.817 0.1 0.1 0.2 0.350
H -1.594 3.715 -0.819 0.2 -0.1 -0.2 0.424
H -0.236 3.383 -1.936 -0.3 -0.1 0.1 0.420
H -1.791 -1.885 0.868 0.0 0.0 -0.2 0.477
H -1.671 -2.825 -0.642 0.0 0.1 0.3 0.439
H 0.755 -1.372 0.578 -0.3 0.0 -0.1 0.394
C 0.711 4.327 1.055 0.2 0.6 0.3 -1.132
C 1.765 1.988 -0.360 0.2 0.4 0.2 -1.207
H 0.122 -2.909 1.182 0.0 0.5 0.0 0.342
C 1.010 -2.734 -1.993 0.0 0.2 -0.2 -0.787
C 2.211 -3.620 -0.070 -0.2 0.2 -0.1 -0.984
H -0.174 1.497 2.964 -0.4 2.3 -0.5 -0.027
H 1.695 -3.413 -2.526 -0.3 0.3 0.0 0.363
H -0.003 -2.822 -2.411 0.3 0.1 -0.1 0.228
H 1.348 -1.687 -2.140 0.1 -0.2 -0.1 0.171
H 2.444 -4.577 -0.561 0.1 0.2 0.2 0.310
H 3.081 -2.946 -0.224 -0.2 -0.1 0.2 0.320
H 2.055 -3.776 1.005 0.3 -0.1 -0.3 0.340
H 2.397 2.778 -0.773 0.2 -0.1 0.0 0.417
H 2.277 1.450 0.444 0.1 0.1 -0.2 0.368
H 1.504 1.273 -1.145 -0.2 0.2 0.2 0.265
H 0.448 5.125 0.348 0.2 -0.1 0.2 0.372
H 0.189 4.484 2.005 0.1 0.0 -0.3 0.320
H 1.792 4.326 1.235 -0.2 0.2 0.0 0.396
H 0.031 0.235 3.386 -0.6 -2.0 -0.5 0.232
O -0.125 0.367 6.209 0.7 -1.5 -2.1 -0.318
N 0.267 -0.519 5.460 0.0 -1.0 3.5 0.586
O 0.622 -1.653 5.747 -0.7 2.4 -1.3 -0.337
O -0.280 -0.371 2.655 0.6 -0.4 0.8 -0.726
```
Forces are in eV/Å.



No. 2
C13H23N2O3PPt | ωB97M-V/def2-TZVPD

Properties
Frontier orbital gap (alpha / beta) (eV): 5.5 / 5.8
HOMO level (alpha / beta) (hartree): -0.4514 / -0.6077
Net charge: +2
LUMO level (alpha / beta) (eV): -6.81 / -10.76
Spin multiplicity: 5

Structure (XYZ):
```
43
Properties=species:S:1:pos:R:3:forces:R:3:mulliken_charge:R:1
C 0.341 3.506 -1.809 -1.1 0.2 -0.1 -0.574
C -0.920 2.968 -1.604 0.7 3.6 -2.2 -1.047
C -1.072 1.720 -0.983 -2.7 -2.3 1.9 0.374
C 0.047 0.960 -0.650 1.2 -1.0 -0.1 0.432
C 1.300 1.572 -0.705 0.3 -2.9 2.1 0.396
C 1.457 2.830 -1.306 1.3 2.5 -1.4 -1.003
C -2.471 1.279 -0.670 0.4 -0.2 0.4 -0.910
C -2.597 -0.129 -0.126 0.6 -0.5 -0.8 -0.971
N -2.019 -1.270 -0.991 -2.3 0.4 -0.5 -0.003
Pt -0.148 -1.088 -0.143 -1.2 -0.2 -0.4 0.579
C 2.476 0.870 -0.113 -0.7 -0.6 0.2 -1.309
P 2.000 -0.902 0.161 2.8 0.5 0.5 0.995
H -1.816 3.495 -1.940 0.4 -0.2 -0.1 0.494
H 2.457 3.239 -1.391 -0.2 0.0 -0.1 0.545
H 0.474 4.445 -2.347 -0.1 -0.1 0.3 0.453
H 2.765 1.267 0.874 0.0 0.3 -0.3 0.463
H 3.349 0.888 -0.772 0.1 0.2 0.1 0.564
H -2.886 1.928 0.125 -0.1 0.0 -0.3 0.542
H -3.131 1.382 -1.536 -0.1 0.3 -0.1 0.459
H -2.005 -0.205 0.810 -0.2 0.1 0.4 0.439
C 2.850 -1.386 1.676 -0.3 -0.2 -0.1 -1.096
C 2.838 -1.732 -1.224 -0.6 -0.3 0.2 -1.357
H -3.629 -0.397 0.112 0.3 0.3 0.1 0.562
C -1.660 -1.006 -2.420 -0.1 -0.3 -0.2 -0.699
C -3.013 -2.419 -0.958 -0.4 -0.3 -0.1 -0.712
H -0.110 0.872 4.190 0.6 0.0 0.1 0.356
H -2.203 -1.724 -3.048 0.2 0.6 0.0 0.382
H -1.842 0.029 -2.714 0.0 -0.2 0.0 0.302
H -0.592 -1.238 -2.593 -0.1 0.2 0.1 0.229
H -3.317 -2.644 -1.989 0.1 0.0 0.5 0.321
H -2.676 -3.349 -0.506 0.5 0.3 0.1 0.292
H -3.918 -2.100 -0.434 0.3 -0.2 0.0 0.316
H 3.911 -1.519 -1.147 -0.2 -0.2 -0.1 0.446
H 2.631 -2.809 -1.129 0.3 0.3 -0.2 0.430
H 2.429 -1.351 -2.174 0.3 -0.2 0.3 0.431
H 3.927 -1.226 1.508 -0.3 -0.1 0.2 0.430
H 2.483 -0.771 2.514 0.2 -0.3 -0.2 0.370
H 2.631 -2.451 1.849 0.2 0.4 0.2 0.406
H -0.314 -2.548 0.542 0.3 0.3 -0.1 0.021
O -0.725 0.089 6.092 1.3 0.3 -0.3 -0.473
N 0.456 0.215 5.891 1.4 -0.3 0.3 0.996
O 1.431 -0.011 6.569 -2.1 0.5 -1.4 -0.436
O 0.808 0.720 4.510 -1.3 -0.5 1.3 -0.432
```
Forces are in eV/Å.



No. 3
C13H23N2O3PTc | ωB97M-V/def2-TZVPD

Properties
Frontier orbital gap (alpha / beta) (eV): 7.1 / 6.1
HOMO level (alpha / beta) (hartree): -0.5593 / -0.5684
Net charge: +2
LUMO level (alpha / beta) (eV): -8.12 / -9.38
Spin multiplicity: 4

Structure (XYZ):
```
43
Properties=species:S:1:pos:R:3:forces:R:3:mulliken_charge:R:1
C -2.438 -0.106 -2.424 -0.1 0.2 0.1 -0.776
C -2.079 -1.142 -1.563 0.3 0.0 0.1 -0.729
C -1.316 -0.903 -0.415 -0.7 0.6 -0.3 2.007
C -1.017 0.429 -0.054 0.7 0.2 0.1 -1.158
C -1.265 1.439 -0.992 -0.5 0.1 -0.3 1.326
C -2.022 1.192 -2.139 0.3 0.0 0.0 -0.943
C -0.927 -2.064 0.436 -0.1 -0.3 0.4 -0.701
C -0.216 -3.208 -0.345 -0.5 -0.7 0.3 -1.062
N 1.064 -2.875 -0.898 0.4 0.1 0.0 0.289
Tc -0.376 0.996 1.920 -1.0 -1.7 0.5 -1.008
C -0.701 2.800 -0.715 0.2 0.4 0.3 -0.996
P 0.532 2.526 0.625 0.3 1.1 -3.4 0.957
H -2.401 -2.167 -1.769 0.1 0.3 -0.1 0.520
H -2.261 2.032 -2.793 0.0 -0.4 0.0 0.518
H -3.029 -0.310 -3.316 0.1 0.0 0.3 0.427
H -1.460 3.510 -0.349 0.2 -0.2 -0.2 0.468
H -0.192 3.242 -1.586 -0.3 0.0 0.2 0.548
H -0.312 -1.766 1.297 0.1 0.0 -0.1 0.265
H -1.842 -2.506 0.859 0.3 -0.1 -0.1 0.394
H -0.050 -4.042 0.359 -0.1 0.2 -0.3 0.514
C 1.052 4.125 1.186 0.3 0.5 0.5 -1.093
C 1.885 1.738 -0.270 0.6 -0.1 0.0 -1.230
H -0.866 -3.543 -1.167 0.3 0.1 0.3 0.552
C 1.226 -2.462 -2.256 -0.5 0.4 -0.9 -0.712
C 2.253 -3.046 -0.117 0.4 0.2 0.8 -0.807
H -0.901 2.503 2.637 -0.6 -0.1 -0.1 0.307
H 1.843 -3.191 -2.813 -0.1 0.2 0.3 0.368
H 0.241 -2.370 -2.734 0.4 0.0 0.1 0.319
H 1.748 -1.487 -2.301 -0.1 -0.4 0.1 0.301
H 2.799 -3.961 -0.421 -0.3 0.3 0.0 0.360
H 2.938 -2.192 -0.261 -0.3 -0.3 -0.1 0.347
H 1.978 -3.128 0.945 0.2 -0.1 -0.4 0.331
H 2.348 2.483 -0.931 0.1 -0.2 0.1 0.418
H 2.615 1.364 0.459 0.1 0.1 -0.3 0.416
H 1.507 0.893 -0.860 0.0 0.4 0.2 0.197
H 0.926 4.863 0.381 0.1 -0.2 0.3 0.405
H 0.448 4.404 2.060 0.3 0.2 -0.3 0.439
H 2.108 4.068 1.476 -0.2 0.2 0.0 0.412
H -0.131 2.398 2.929 0.7 0.0 0.3 0.090
O -1.219 -0.759 5.041 0.9 1.6 -2.7 -0.440
N -0.939 -0.159 4.022 -1.7 -1.9 3.4 1.380
O 0.285 0.081 3.651 -0.4 0.3 -0.1 -0.616
O -1.838 0.300 3.205 0.3 -1.0 0.8 -0.607
```
Forces are in eV/Å.



No. 4
C13H23N4O2P2Ti | ωB97M-V/def2-TZVPD

Properties
Frontier orbital gap (alpha / beta) (eV): 7.0 / 6.5
Relative energy (zero: lowest compared OMol25 entry of this formula, charge and spin) (kJ/mol): 275.0
HOMO level (alpha / beta) (hartree): -0.3807 / -0.4081
Net charge: +1
LUMO level (alpha / beta) (eV): -3.32 / -4.60
Spin multiplicity: 3

Structure (XYZ):
```
45
Properties=species:S:1:pos:R:3:forces:R:3:mulliken_charge:R:1
Ti -0.225 -0.610 0.480 0.9 1.7 2.1 -0.689
P -0.949 1.291 1.954 -0.9 0.2 -1.0 1.006
C -2.216 1.466 0.657 -1.8 0.1 -0.5 -1.195
C -1.658 1.609 -0.734 -0.1 0.1 1.6 0.676
N -0.606 0.810 -0.992 0.0 -0.3 -0.1 0.539
C -0.033 0.796 -2.198 -0.6 0.5 -0.3 0.524
C -0.485 1.677 -3.155 0.5 -0.2 -0.8 -0.835
C -1.558 2.516 -2.919 -0.3 0.1 0.4 -0.539
C -2.168 2.466 -1.687 -0.2 0.0 0.2 -0.854
C 1.039 -0.204 -2.462 0.5 -0.2 -0.1 -1.286
P 1.106 -1.680 -1.250 0.1 0.4 -1.5 1.554
H -3.037 3.038 -1.403 0.0 0.2 -0.2 0.510
H 0.002 1.687 -4.115 0.1 0.0 -0.2 0.504
H -1.934 3.195 -3.666 0.1 0.0 -0.2 0.454
H 0.940 -0.591 -3.487 0.0 0.0 0.3 0.590
H 2.021 0.295 -2.438 -0.2 -0.2 0.2 0.472
H -2.567 0.353 0.727 -0.1 2.7 -0.1 0.044
H -3.061 2.142 0.894 0.6 0.0 -0.3 0.587
H -1.413 -3.868 1.274 1.2 0.1 -0.8 0.311
O -1.990 -0.988 0.927 -4.1 -3.6 -1.7 -0.722
H -2.909 -1.247 0.440 3.5 0.2 1.8 0.328
H 0.119 -2.148 0.067 0.9 -1.7 -1.5 0.488
O -0.529 -3.728 0.844 -0.7 -1.1 -0.6 -0.603
H -0.485 -4.253 -0.005 -0.5 0.6 1.7 0.315
C 0.446 -3.000 -2.317 0.1 -0.2 -0.3 -1.497
H 1.026 -2.998 -3.255 -0.2 -0.1 0.3 0.479
H 0.570 -3.996 -1.852 -0.2 0.5 -0.2 0.434
H -0.608 -2.794 -2.575 0.4 -0.2 0.3 0.349
C 2.900 -1.972 -1.205 0.3 -0.2 0.6 -1.481
H 3.136 -2.679 -0.405 0.0 0.0 -0.1 0.409
H 3.288 -2.370 -2.152 -0.4 0.0 0.1 0.406
H 3.439 -1.042 -0.994 -0.3 -0.1 0.1 0.453
C -0.192 2.903 1.977 0.5 0.4 0.7 -1.208
H -0.862 3.621 2.469 0.4 0.0 -0.2 0.393
H 0.734 2.770 2.552 -0.1 0.5 -0.1 0.381
H 0.058 3.232 0.961 -0.1 -0.1 0.3 0.355
C -1.898 1.103 3.467 0.1 0.1 0.6 -1.311
H -1.163 0.851 4.242 -0.3 0.1 0.1 0.406
H -2.398 2.043 3.737 0.1 -0.2 0.0 0.399
H -2.630 0.288 3.412 0.3 0.2 -0.2 0.324
N 1.518 -0.417 1.483 0.6 -0.3 0.0 -0.467
C 2.525 -0.115 2.028 0.3 0.1 0.0 0.590
N 3.641 0.279 2.428 0.1 -0.2 0.3 -0.578
C 4.234 0.164 3.614 1.2 -0.1 2.1 0.454
N 4.833 0.105 4.630 -1.5 0.1 -2.6 -0.467
```
Forces are in eV/Å.



Copy entry 1 word for word.
C13H23N2O3PPt | ωB97M-V/def2-TZVPD

Properties
Frontier orbital gap (alpha / beta) (eV): 7.4 / 5.3
HOMO level (alpha / beta) (hartree): -0.2800 / -0.2798
Net charge: 0
LUMO level (alpha / beta) (eV): -0.17 / -2.31
Spin multiplicity: 3

Structure (XYZ):
```
43
Properties=species:S:1:pos:R:3:forces:R:3:mulliken_charge:R:1
C -2.622 0.177 -2.915 -0.1 0.4 -0.1 -0.746
C -2.294 -0.893 -2.097 0.4 -0.3 0.2 -0.643
C -1.573 -0.728 -0.903 -0.7 0.6 -0.6 0.673
C -1.268 0.589 -0.491 0.3 -0.2 0.0 0.008
C -1.433 1.634 -1.406 -0.6 -0.3 -0.6 0.317
C -2.170 1.454 -2.584 0.3 -0.3 0.0 -0.774
C -1.273 -1.956 -0.100 0.5 -0.4 0.4 -1.519
C 0.198 -2.282 0.279 0.1 -0.2 0.8 -0.476
N 0.973 -3.112 -0.614 -0.5 -0.6 -0.3 0.024
Pt -0.653 1.150 1.437 0.1 -1.3 1.5 0.737
C -0.830 2.972 -1.103 0.1 0.9 0.5 -1.139
P 0.272 2.745 0.364 -0.2 -0.7 -2.1 0.751
H -2.589 -1.909 -2.375 0.1 0.3 0.0 0.336
H -2.380 2.313 -3.218 0.1 -0.2 0.0 0.436
H -3.209 0.010 -3.817 0.1 0.1 0.2 0.350
H -1.594 3.715 -0.819 0.2 -0.1 -0.2 0.424
H -0.236 3.383 -1.936 -0.3 -0.1 0.1 0.420
H -1.791 -1.885 0.868 0.0 0.0 -0.2 0.477
H -1.671 -2.825 -0.642 0.0 0.1 0.3 0.439
H 0.755 -1.372 0.578 -0.3 0.0 -0.1 0.394
C 0.711 4.327 1.055 0.2 0.6 0.3 -1.132
C 1.765 1.988 -0.360 0.2 0.4 0.2 -1.207
H 0.122 -2.909 1.182 0.0 0.5 0.0 0.342
C 1.010 -2.734 -1.993 0.0 0.2 -0.2 -0.787
C 2.211 -3.620 -0.070 -0.2 0.2 -0.1 -0.984
H -0.174 1.497 2.964 -0.4 2.3 -0.5 -0.027
H 1.695 -3.413 -2.526 -0.3 0.3 0.0 0.363
H -0.003 -2.822 -2.411 0.3 0.1 -0.1 0.228
H 1.348 -1.687 -2.140 0.1 -0.2 -0.1 0.171
H 2.444 -4.577 -0.561 0.1 0.2 0.2 0.310
H 3.081 -2.946 -0.224 -0.2 -0.1 0.2 0.320
H 2.055 -3.776 1.005 0.3 -0.1 -0.3 0.340
H 2.397 2.778 -0.773 0.2 -0.1 0.0 0.417
H 2.277 1.450 0.444 0.1 0.1 -0.2 0.368
H 1.504 1.273 -1.145 -0.2 0.2 0.2 0.265
H 0.448 5.125 0.348 0.2 -0.1 0.2 0.372
H 0.189 4.484 2.005 0.1 0.0 -0.3 0.320
H 1.792 4.326 1.235 -0.2 0.2 0.0 0.396
H 0.031 0.235 3.386 -0.6 -2.0 -0.5 0.232
O -0.125 0.367 6.209 0.7 -1.5 -2.1 -0.318
N 0.267 -0.519 5.460 0.0 -1.0 3.5 0.586
O 0.622 -1.653 5.747 -0.7 2.4 -1.3 -0.337
O -0.280 -0.371 2.655 0.6 -0.4 0.8 -0.726
```
Forces are in eV/Å.



Copy entry 1 word for word.
C13H23N2O3PPt | ωB97M-V/def2-TZVPD

Properties
Frontier orbital gap (alpha / beta) (eV): 7.4 / 5.3
HOMO level (alpha / beta) (hartree): -0.2800 / -0.2798
Net charge: 0
LUMO level (alpha / beta) (eV): -0.17 / -2.31
Spin multiplicity: 3

Structure (XYZ):
```
43
Properties=species:S:1:pos:R:3:forces:R:3:mulliken_charge:R:1
C -2.622 0.177 -2.915 -0.1 0.4 -0.1 -0.746
C -2.294 -0.893 -2.097 0.4 -0.3 0.2 -0.643
C -1.573 -0.728 -0.903 -0.7 0.6 -0.6 0.673
C -1.268 0.589 -0.491 0.3 -0.2 0.0 0.008
C -1.433 1.634 -1.406 -0.6 -0.3 -0.6 0.317
C -2.170 1.454 -2.584 0.3 -0.3 0.0 -0.774
C -1.273 -1.956 -0.100 0.5 -0.4 0.4 -1.519
C 0.198 -2.282 0.279 0.1 -0.2 0.8 -0.476
N 0.973 -3.112 -0.614 -0.5 -0.6 -0.3 0.024
Pt -0.653 1.150 1.437 0.1 -1.3 1.5 0.737
C -0.830 2.972 -1.103 0.1 0.9 0.5 -1.139
P 0.272 2.745 0.364 -0.2 -0.7 -2.1 0.751
H -2.589 -1.909 -2.375 0.1 0.3 0.0 0.336
H -2.380 2.313 -3.218 0.1 -0.2 0.0 0.436
H -3.209 0.010 -3.817 0.1 0.1 0.2 0.350
H -1.594 3.715 -0.819 0.2 -0.1 -0.2 0.424
H -0.236 3.383 -1.936 -0.3 -0.1 0.1 0.420
H -1.791 -1.885 0.868 0.0 0.0 -0.2 0.477
H -1.671 -2.825 -0.642 0.0 0.1 0.3 0.439
H 0.755 -1.372 0.578 -0.3 0.0 -0.1 0.394
C 0.711 4.327 1.055 0.2 0.6 0.3 -1.132
C 1.765 1.988 -0.360 0.2 0.4 0.2 -1.207
H 0.122 -2.909 1.182 0.0 0.5 0.0 0.342
C 1.010 -2.734 -1.993 0.0 0.2 -0.2 -0.787
C 2.211 -3.620 -0.070 -0.2 0.2 -0.1 -0.984
H -0.174 1.497 2.964 -0.4 2.3 -0.5 -0.027
H 1.695 -3.413 -2.526 -0.3 0.3 0.0 0.363
H -0.003 -2.822 -2.411 0.3 0.1 -0.1 0.228
H 1.348 -1.687 -2.140 0.1 -0.2 -0.1 0.171
H 2.444 -4.577 -0.561 0.1 0.2 0.2 0.310
H 3.081 -2.946 -0.224 -0.2 -0.1 0.2 0.320
H 2.055 -3.776 1.005 0.3 -0.1 -0.3 0.340
H 2.397 2.778 -0.773 0.2 -0.1 0.0 0.417
H 2.277 1.450 0.444 0.1 0.1 -0.2 0.368
H 1.504 1.273 -1.145 -0.2 0.2 0.2 0.265
H 0.448 5.125 0.348 0.2 -0.1 0.2 0.372
H 0.189 4.484 2.005 0.1 0.0 -0.3 0.320
H 1.792 4.326 1.235 -0.2 0.2 0.0 0.396
H 0.031 0.235 3.386 -0.6 -2.0 -0.5 0.232
O -0.125 0.367 6.209 0.7 -1.5 -2.1 -0.318
N 0.267 -0.519 5.460 0.0 -1.0 3.5 0.586
O 0.622 -1.653 5.747 -0.7 2.4 -1.3 -0.337
O -0.280 -0.371 2.655 0.6 -0.4 0.8 -0.726
```
Forces are in eV/Å.



> net charge of number 4 (C13H23N4O2P2Ti)?

+1